C30H49FeNO3S4Se4Si | wB97M-V/def2-TZVPD

Structure (XYZ):
```
93
Properties=species:S:1:pos:R:3:lowdin_spin:R:1
Fe -0.84683 0.09029 1.96898 3.649
C 1.41222 -2.22339 0.20768 0.002
C 0.44836 -3.29272 0.70489 0.002
S -1.15327 -2.64165 1.26634 0.024
C -1.28518 -3.50139 2.85530 0.002
C -0.20491 -3.19779 3.88892 0.003
S 0.05229 -1.42039 4.13328 0.026
C 1.85120 -1.30971 4.04415 0.003
C 2.51464 -1.57519 2.69173 0.003
S 1.70206 -0.79075 1.26717 0.025
H 2.37723 -2.68675 -0.01666 0.001
H 1.03944 -1.77984 -0.71277 0.000
H 0.26853 -3.99803 -0.10967 0.001
H 0.89387 -3.85844 1.52483 0.000
H -2.26633 -3.21495 3.23985 0.000
H -1.30250 -4.57724 2.66102 0.001
H -0.51160 -3.64037 4.83893 0.001
H 0.74629 -3.65557 3.60948 0.000
H 2.07024 -0.29553 4.37706 0.000
H 2.27123 -1.99845 4.78228 0.001
H 3.53884 -1.19881 2.73418 0.001
H 2.57100 -2.64811 2.49737 0.000
Se -3.26141 1.73359 1.77027 0.050
Se -4.46068 2.93304 3.28268 0.018
Se -4.03524 -0.92538 4.76624 0.016
Se -3.33670 -0.67309 2.60397 0.048
C -2.88257 2.30259 -3.92570 0.000
C -2.71070 0.79300 -3.78706 0.000
C -3.56965 0.27141 -2.63851 0.000
C -3.11576 0.09440 -5.08241 0.000
O -1.30855 0.57474 -3.59697 0.002
Si -0.45159 -0.21036 -2.41777 0.008
S -0.89154 0.52623 -0.57031 0.024
O -0.68172 -1.84959 -2.54721 0.001
C -0.20860 -2.79232 -3.50498 0.000
C 1.17102 -3.29610 -3.08253 0.000
C -0.11564 -2.20273 -4.91128 0.000
C -1.21707 -3.93809 -3.48209 0.000
O 1.13039 -0.04564 -2.89940 0.001
C 1.87290 1.10892 -3.28064 0.000
C 3.33778 0.73004 -3.08428 0.000
C 1.52699 2.30992 -2.40799 0.001
C 1.59528 1.41995 -4.75005 0.000
H -3.91809 2.55890 -4.16166 0.000
H -2.23362 2.67924 -4.71972 0.000
H -2.60835 2.78559 -2.98702 0.000
H -4.62452 0.39204 -2.89820 0.000
H -3.37299 0.80340 -1.70995 0.000
H -3.37819 -0.78987 -2.46272 0.000
H -4.16501 0.29550 -5.30989 0.000
H -2.99176 -0.98382 -4.97954 0.000
H -2.49863 0.44338 -5.91363 0.000
H 1.85644 -2.45316 -2.99029 0.000
H 1.56336 -3.99700 -3.82397 0.000
H 1.11200 -3.80872 -2.12152 0.000
H 0.59621 -1.37843 -4.93270 0.000
H -1.08198 -1.82991 -5.24102 0.000
H 0.21593 -2.97613 -5.60958 0.000
H -1.40827 -4.23025 -2.44851 0.000
H -0.84169 -4.80255 -4.03590 0.000
H -2.16250 -3.61974 -3.92548 0.000
H 3.51328 0.48577 -2.03497 0.000
H 3.99578 1.55409 -3.37048 0.000
H 3.58138 -0.14401 -3.69275 0.000
H 1.67093 2.06456 -1.35675 0.000
H 0.48302 2.59957 -2.53714 0.000
H 2.16369 3.15861 -2.67213 0.000
H 1.89791 0.57845 -5.37843 0.000
H 2.15549 2.30479 -5.06322 0.000
H 0.53013 1.59780 -4.89567 0.000
C -1.97358 3.42443 6.41107 0.004
C -2.18632 2.08060 6.14630 0.000
C -1.51411 1.44138 5.11735 0.004
C -0.62016 2.13053 4.30059 0.003
C -0.44421 3.50252 4.55110 0.005
C -1.10043 4.13147 5.59451 0.000
N 0.03624 1.49219 3.22962 0.047
C 1.29378 2.00559 2.94154 0.006
C 1.70519 2.26639 1.62352 0.006
C 2.99435 2.68499 1.33049 0.000
C 3.93000 2.88869 2.33616 0.005
C 3.53465 2.67599 3.65461 0.000
C 2.25183 2.25483 3.95298 0.005
H -2.51990 3.92588 7.20145 0.000
H -2.90918 1.50768 6.71446 0.000
H -1.72879 0.39959 4.93412 0.000
H 0.20264 4.08010 3.90264 0.000
H -0.95347 5.19598 5.74631 0.000
H 0.98022 2.14102 0.82634 0.000
H 3.26560 2.86559 0.29572 0.000
H 4.93549 3.21840 2.10333 0.000
H 4.23856 2.84156 4.46435 0.000
H 1.95789 2.10677 4.98597 0.000
```

Output
- Charge: -2
- Spin multiplicity: 5
- E_tot: -386538.008 eV